Density functional theory data (ωB97M-V/def2-TZVPD) for a structure of composition C4H8N3O4P.

```
20
C4H8N3O4P, DFT ωB97M-V/def2-TZVPD
C 0.96 0.47 1.63
C -0.92 -2.61 -0.67
C -0.03 -1.65 -1.03
C -0.59 1.87 1.70
N -0.23 0.60 2.02
N 1.51 1.72 1.27
N 0.56 2.52 0.93
O 0.55 0.98 -2.96
O 2.06 0.39 -1.04
O -0.36 -0.33 -1.16
O 0.01 2.05 -0.67
P 0.68 0.80 -1.38
H 1.55 -0.50 1.56
H -0.56 -3.63 -0.57
H -1.85 -2.28 -0.27
H 0.97 -1.95 -1.21
H -1.46 1.89 0.99
H -0.85 2.60 2.54
H 2.42 1.93 0.94
H -0.03 1.50 -3.50
```

ΔE to the lowest compared entry with this formula, charge and spin ... 54.49 kcal per mole
2S+1 ... 1


Density functional theory data (ωB97M-V/def2-TZVPD) for the molecule C4H8N3P.

```
16
C4H8N3P, DFT ωB97M-V/def2-TZVPD
C 2.59 0.15 -0.04
C 0.36 0.44 0.44
C 1.14 -1.80 0.10
C -1.88 1.94 -0.19
N 2.63 1.43 -0.08
N 1.69 2.08 0.28
N 1.36 -0.38 0.19
P -1.37 0.31 0.47
H 3.37 -0.52 -0.32
H 0.89 -2.05 -0.93
H 2.08 -2.35 0.39
H 0.28 -1.98 0.64
H -2.63 1.68 -1.07
H -1.00 2.44 -0.54
H -2.51 2.40 0.55
H -1.20 -0.27 -0.73
```

ΔE to the lowest compared entry with this formula, charge and spin ... 80.62 kcal per mole
2S+1 ... 1


Density functional theory data (ωB97M-V/def2-TZVPD) for the ion C4H8N3S with charge +1.

```
16
C4H8N3S, DFT ωB97M-V/def2-TZVPD
C 2.31 -1.80 0.06
C 0.56 -0.54 -0.25
C -1.31 1.17 0.34
C -0.97 -0.07 -0.48
N 2.73 -0.58 0.10
N 1.65 0.20 -0.09
N 0.96 -1.82 -0.16
S 1.85 1.91 -0.11
H 2.94 -2.65 0.18
H -0.80 2.05 -0.03
H -1.08 1.02 1.39
H -2.38 1.35 0.25
H -1.07 0.13 -1.55
H -1.59 -0.92 -0.20
H 0.37 -2.64 -0.22
H 3.16 1.81 0.17
```

Total charge ... +1
ΔE to the lowest compared entry with this formula, charge and spin ... 31.96 kcal per mole
2S+1 ... 1
SMILES string ... CCc1[nH+]cnn1S


Density functional theory data (ωB97M-V/def2-TZVPD) for a structure of composition C4H8N3S.

```
16
C4H8N3S, DFT ωB97M-V/def2-TZVPD
C 0.97 0.98 0.58
C 1.93 -0.05 0.18
C 1.36 -1.32 0.08
C -2.39 -0.50 -0.26
N -0.15 0.61 0.98
N 3.18 0.20 -0.20
N -2.71 0.78 0.02
S -0.34 -1.03 0.80
H 1.19 1.99 0.45
H -2.93 -1.21 0.39
H 2.00 -2.23 -0.23
H 3.74 -0.64 -0.41
H -2.11 -0.71 -1.30
H 3.67 1.10 -0.11
H -2.24 1.42 -0.57
H -2.86 1.06 0.95
```

Total charge ... +1
ΔE to the lowest compared entry with this formula, charge and spin ... 62.78 kcal per mole
2S+1 ... 1


Density functional theory data (ωB97M-V/def2-TZVPD) for the molecule C4H8N4.

```
16
C4H8N4, DFT ωB97M-V/def2-TZVPD
C 0.31 0.46 0.21
C -1.06 -0.78 -1.23
C -1.68 -0.69 0.16
C -0.95 -1.30 1.23
H 3.10 1.75 0.10
H 2.02 2.05 -1.03
H 0.77 -0.07 -1.86
H -1.79 -0.35 -2.01
H -0.90 -1.87 -1.64
H -2.68 -0.56 0.24
H -0.08 -1.90 1.08
H -1.59 -1.43 2.11
N 2.35 1.26 -0.38
N 1.43 0.97 0.62
N 0.11 -0.03 -1.09
N -0.82 0.11 0.97
```

ΔE to the lowest compared entry with this formula, charge and spin ... 67.57 kcal per mole
2S+1 ... 1
SMILES string ... N/N=C1\NC[C@H]2CN12


Density functional theory data (ωB97M-V/def2-TZVPD) for the molecule C4H8N4.

```
16
C4H8N4, DFT ωB97M-V/def2-TZVPD
C 0.08 0.56 2.19
C 0.08 -0.40 -1.16
C 0.94 -1.43 -1.80
C -1.57 0.98 0.31
H 1.05 1.12 2.38
H 0.37 -0.51 2.28
H -0.68 0.78 2.99
H 1.46 0.88 -0.34
H 1.81 -1.75 -1.29
H 1.22 -1.07 -2.79
H 0.34 -2.30 -2.02
H -2.28 1.60 0.89
N -0.33 0.88 0.77
N 0.61 0.41 -0.12
N -1.16 -0.33 -1.45
N -1.95 0.59 -0.83
```

ΔE to the lowest compared entry with this formula, charge and spin ... 72.80 kcal per mole
2S+1 ... 1
SMILES string ... CC1=NN=CN(C)N1


Density functional theory data (ωB97M-V/def2-TZVPD) for the molecule C4H8N4.

```
16
C4H8N4, DFT ωB97M-V/def2-TZVPD
C -0.18 -0.57 -0.79
C -1.51 0.08 -1.12
C 0.01 1.19 0.87
C 0.77 0.48 -0.13
H -0.01 -2.21 0.81
H -1.72 -1.27 0.70
H 0.28 -1.09 -1.71
H -2.52 0.00 -1.73
H 0.73 1.64 1.72
H 0.78 1.29 -1.04
H 2.68 -0.48 -0.11
H 2.51 0.32 1.46
N -0.67 -1.67 0.16
N -1.97 0.93 -0.32
N -1.17 1.40 0.84
N 2.01 -0.04 0.40
```

ΔE to the lowest compared entry with this formula, charge and spin ... 135.96 kcal per mole
2S+1 ... 1
SMILES string ... N[C@@H]1C=NN=C[C@@H]1N


Density functional theory data (ωB97M-V/def2-TZVPD) for the molecule C4H8N4.

```
16
C4H8N4, DFT ωB97M-V/def2-TZVPD
C 0.69 0.86 -0.62
C 0.52 1.89 0.47
C -0.53 -1.30 0.13
C -1.52 -0.42 -0.26
N 0.73 -0.66 0.06
N 1.85 -1.26 0.13
N -0.80 -2.52 0.49
N -2.51 0.03 -0.78
H 1.72 -2.28 0.18
H 0.03 -3.06 0.73
H -3.31 0.39 -0.28
H -0.02 0.96 -1.43
H 1.70 0.86 -1.03
H 0.75 2.89 0.07
H 1.21 1.70 1.29
H -0.50 1.91 0.85
```

ΔE to the lowest compared entry with this formula, charge and spin ... 118.94 kcal per mole
2S+1 ... 1


For each record above, in turn, the calculated molar mass values are 193.1 129.1 130.2 130.2 112.1 112.1 112.1 112.1 g mol⁻¹.